The following is a DFT calculation (ωB97M-V/def2-TZVPD) of a molecular structure, C5H6O.

The geometry in XYZ format:
```
12
Properties=species:S:1:pos:R:3:nbo_charge:R:1
C -1.33 0.47 -0.27 -0.068
C -0.15 -0.25 -0.90 -0.275
C 0.64 0.77 -0.23 0.188
O -0.44 1.41 0.37 -0.489
C 0.23 -0.82 1.57 -0.101
C 0.77 -0.74 0.26 -0.444
H -1.93 -0.14 0.41 0.215
H -1.95 1.04 -0.96 0.191
H -0.06 -0.68 -1.89 0.239
H 1.53 1.34 -0.52 0.220
H 0.99 -1.21 2.26 0.113
H 1.69 -1.21 -0.09 0.212
```

Calculated values
- Energy above the lowest of the compared OMol25 structures with the same formula, charge and spin: 133.6 kcal/mol
- LUMO energy: 0.10 eV

***

The following is a DFT calculation (ωB97M-V/def2-TZVPD) of C5H6O in the gas phase.

The geometry in XYZ format:
```
12
Properties=species:S:1:pos:R:3:nbo_charge:R:1
C -1.27 0.76 0.10 -0.645
C -0.99 -0.72 0.04 -0.019
O -0.18 -1.16 -1.02 -0.528
C 0.77 -1.36 0.01 0.125
C 1.73 -0.26 0.05 -0.145
C 2.64 0.54 0.13 -0.177
H -0.34 1.31 0.02 0.236
H -1.78 1.03 1.03 0.220
H -1.92 1.04 -0.74 0.229
H -1.86 -1.38 0.14 0.218
H -0.30 -1.12 0.95 0.243
H 3.40 1.28 0.28 0.243
```

Calculated values
- Energy above the lowest of the compared OMol25 structures with the same formula, charge and spin: 137.8 kcal/mol
- LUMO energy: 0.09 eV

***

The following is a DFT calculation (ωB97M-V/def2-TZVPD) of C5H6O in the gas phase.

The geometry in XYZ format:
```
12
Properties=species:S:1:pos:R:3:nbo_charge:R:1
C -1.97 0.44 -0.25 -0.685
C -0.97 -0.64 -0.39 0.052
C 0.37 -0.57 -0.14 -0.423
C 1.35 0.38 -0.38 0.072
C 2.57 0.44 0.38 0.263
O 2.74 1.35 1.17 -0.557
H -2.17 0.50 0.83 0.254
H -1.57 1.41 -0.56 0.245
H -2.94 0.20 -0.71 0.230
H -1.38 -1.65 -0.46 0.194
H 0.63 -1.53 0.31 0.237
H 3.35 -0.35 0.20 0.120
```

Calculated values
- Energy above the lowest of the compared OMol25 structures with the same formula, charge and spin: 98.9 kcal/mol
- LUMO energy (spin up / spin down): -1.31 / -1.34 eV

***

The following is a DFT calculation (ωB97M-V/def2-TZVPD) of C5H6O in the gas phase.

The geometry in XYZ format:
```
12
Properties=species:S:1:pos:R:3:nbo_charge:R:1
C -2.06 0.30 -0.34 -0.624
C -0.82 1.00 0.16 -0.276
C 0.26 0.30 0.28 0.212
C 1.17 -0.64 0.46 -0.443
C 2.48 -0.63 -0.20 0.402
O 2.95 0.34 -0.76 -0.516
H -2.91 0.98 -0.42 0.220
H -2.31 -0.46 0.42 0.218
H -1.91 -0.22 -1.28 0.228
H -0.89 2.01 0.58 0.239
H 0.96 -1.42 1.19 0.230
H 3.07 -1.56 -0.08 0.110
```

Calculated values
- SMILES string: CC=C=CC=O
- Energy above the lowest of the compared OMol25 structures with the same formula, charge and spin: 45.5 kcal/mol
- LUMO energy: 0.21 eV